The following is a quantum chemistry calculation of a structure of composition C34H71N2O19S2 in a non-equilibrium geometry, from the OMol25 dataset.

XYZ file:
```
128
Properties=species:S:1:pos:R:3:forces:R:3
C -8.165 -0.098 -3.909 0.119 -0.151 0.088
H -1.651 -3.042 1.826 -0.008 -0.039 0.009
H 6.121 -1.131 2.425 0.015 -0.008 -0.058
S 4.952 -0.211 -1.517 0.219 -1.136 0.884
N 5.572 -1.356 -2.449 -0.496 0.714 -0.181
H 1.737 -1.244 -1.403 0.059 0.034 0.038
H -1.310 0.774 2.051 -0.015 -0.064 0.039
H 11.153 -0.156 0.140 -0.081 -0.066 0.127
O -3.238 3.183 -2.713 -0.018 -0.020 -0.002
O -8.658 0.001 -5.162 -0.044 0.135 0.037
O -5.242 3.726 -3.412 0.051 -0.101 -0.061
H -4.348 1.941 -0.785 -0.050 0.243 0.030
H -12.037 6.838 1.412 -0.035 -0.040 0.013
O 6.945 -2.184 -4.288 0.174 -0.661 -0.201
H 0.158 -2.015 0.312 -0.032 0.064 0.036
H -1.745 0.909 -2.431 -0.017 0.026 0.003
H 5.499 -8.316 6.308 0.040 0.059 -0.099
H 10.035 0.750 -2.866 -0.075 0.073 -0.078
H 3.010 -0.615 3.656 0.042 -0.068 0.002
C -1.930 -2.419 2.676 -0.043 0.131 -0.015
H 3.160 1.249 -1.838 0.059 -0.053 0.274
H 7.437 0.975 -2.852 -0.229 -0.009 0.025
C -7.276 4.745 -2.494 0.300 -0.026 -0.158
O -8.274 5.400 0.292 -0.082 0.077 0.190
H 3.652 0.447 -3.329 -0.088 -0.085 -0.033
H -8.362 4.661 -2.483 -0.007 -0.009 0.027
H 3.076 -2.997 4.445 -0.018 0.020 0.010
H 4.403 -7.840 4.998 0.013 0.014 -0.016
H 4.372 -0.866 2.253 0.119 -0.040 -0.019
O -8.852 0.253 -2.990 -0.047 0.033 -0.054
S 6.368 -0.988 -3.753 0.453 -0.319 0.202
C -2.179 -0.046 -2.134 -0.080 -0.282 -0.003
O 8.601 -0.676 -2.422 0.114 -0.083 -0.305
H 6.666 -6.781 4.685 0.030 -0.039 0.017
H 2.875 -0.712 5.399 0.078 0.069 0.053
C -4.976 2.758 -1.144 -0.016 -0.314 -0.183
C -7.852 -0.204 -6.327 0.079 -0.065 -0.112
H 7.231 -5.358 7.339 -0.047 0.030 0.017
H -6.003 2.404 -1.199 -0.032 0.124 0.046
H -3.192 -0.097 -2.525 -0.022 0.127 0.031
C -4.415 3.216 -2.468 0.019 0.114 0.073
H -7.201 -1.777 -7.641 -0.001 0.012 -0.009
H 1.364 0.055 -0.279 0.074 -0.109 0.007
C 4.740 2.250 -2.936 -0.324 -0.031 0.263
O -3.183 0.415 -0.029 0.100 -0.196 0.170
H -1.600 -0.856 -2.568 0.097 0.069 0.030
H 10.497 -1.957 -1.887 -0.106 -0.047 0.007
O 5.322 -5.681 6.828 -0.079 0.143 0.222
H -6.916 -1.773 -3.505 -0.005 -0.015 -0.003
O 5.646 -0.168 -4.695 -0.440 0.560 -0.235
H -4.927 3.586 -0.438 -0.006 0.025 -0.011
C 3.547 -0.898 4.559 -0.200 -0.148 0.012
H -0.620 -2.072 -1.256 -0.077 0.050 -0.012
O 3.176 -6.128 6.912 0.032 0.017 0.055
H -6.363 -0.246 -2.805 -0.082 -0.076 0.089
C -7.766 -1.665 -6.715 -0.052 -0.046 0.108
O 4.656 -0.017 4.767 -0.057 0.076 0.057
H -11.973 4.723 -0.011 0.020 0.005 0.025
O -1.252 -0.604 0.080 -0.065 -0.079 0.015
H 0.633 0.063 -1.885 -0.038 -0.094 -0.059
C 11.724 -0.732 -0.585 0.122 -0.015 -0.195
H 7.062 -5.078 4.881 0.032 0.017 0.016
H 3.766 -8.565 6.481 -0.098 0.055 -0.079
C 0.946 -0.580 -1.059 -0.253 0.294 -0.030
C 4.015 0.987 -2.457 0.148 0.106 -0.541
H -6.946 2.643 -2.921 -0.030 0.021 0.025
H 5.460 1.979 -3.701 0.219 0.058 0.047
H 11.595 -0.880 -2.729 0.053 -0.229 -0.085
H -0.311 1.624 3.240 0.058 0.026 -0.093
C -0.710 0.655 2.953 0.086 0.028 0.341
C -9.454 5.389 0.501 -0.012 0.082 0.085
H -13.439 6.729 0.342 -0.005 -0.004 -0.014
H -8.765 -2.073 -6.862 -0.005 0.015 -0.038
C -2.256 -0.080 -0.627 0.079 0.185 -0.207
H 8.261 -6.316 5.288 0.009 0.010 0.011
H -7.276 -2.258 -5.942 0.053 0.015 -0.018
H -9.381 4.181 2.235 0.091 0.080 0.025
C 5.415 0.389 3.716 0.019 -0.075 -0.061
H -2.339 -1.489 2.282 0.003 -0.025 0.021
C 4.522 -7.896 6.079 0.104 -0.097 0.306
O 0.356 -1.581 2.823 0.246 0.034 0.120
H -6.922 4.732 -1.470 -0.057 -0.032 0.066
H -12.025 5.726 -1.444 0.046 0.009 -0.020
H -7.023 3.670 -4.337 0.084 0.002 -0.030
H -6.102 -0.563 -4.514 -0.040 -0.093 -0.041
H -0.967 -1.567 4.430 0.000 0.033 -0.026
H -7.003 5.710 -2.924 -0.046 -0.003 -0.034
C 7.764 0.031 -3.295 0.396 0.164 0.190
C 7.200 -6.068 5.314 -0.114 0.006 -0.051
H 6.833 -7.059 7.216 -0.037 -0.018 -0.025
C -0.721 -2.169 3.554 -0.209 -0.119 0.004
O 1.466 0.185 2.141 0.127 -0.073 -0.001
C -10.030 4.952 1.829 -0.056 -0.257 -0.121
C 0.460 -0.245 2.630 -0.403 0.223 -0.123
H 12.006 -1.680 -0.132 0.028 -0.036 0.102
H 4.636 -2.570 3.727 -0.084 -0.024 -0.041
O 3.986 -0.860 -0.664 -0.568 -0.262 -0.020
O 5.990 0.455 -0.763 0.487 0.794 -0.270
C 10.925 -0.959 -1.874 0.000 0.223 0.059
H 4.467 -2.618 5.477 -0.079 -0.005 0.048
C 3.954 -2.357 4.550 0.225 -0.039 0.035
H -10.024 5.806 2.504 -0.007 0.017 0.003
H 3.980 2.850 -3.443 -0.047 -0.012 -0.115
H 6.210 2.698 -1.576 -0.195 -0.227 0.273
H -8.355 0.362 -7.110 -0.043 0.014 0.030
C -11.701 5.704 -0.405 -0.138 0.024 0.032
C -6.796 -0.706 -3.690 0.117 0.309 -0.075
H -6.867 0.245 -6.197 0.004 -0.014 0.032
H -12.081 7.791 -0.067 -0.026 -0.001 -0.031
C -0.198 -1.396 -0.510 0.298 -0.243 -0.138
H -0.321 -3.113 3.922 0.065 0.007 -0.020
N 5.342 3.083 -1.912 0.213 0.521 -0.474
H 4.715 3.237 -1.135 0.084 -0.147 0.112
H 9.595 0.591 -1.158 -0.059 0.127 0.010
H 12.647 -0.185 -0.777 0.037 0.100 0.024
H -2.711 -2.928 3.243 0.025 -0.038 0.030
C 9.775 0.031 -2.082 -0.010 -0.107 0.238
O -10.280 5.845 -0.469 0.062 -0.083 -0.069
C 6.690 -6.088 6.739 0.138 -0.065 -0.125
O 6.164 1.313 3.891 0.047 -0.036 0.044
C 5.330 -0.380 2.424 -0.283 0.267 -0.105
H -1.342 0.297 3.762 -0.064 -0.049 -0.088
C 4.282 -6.519 6.660 -0.049 -0.094 -0.267
H 5.492 0.294 1.587 0.207 -0.015 0.012
H -11.039 4.551 1.772 -0.027 0.096 0.010
H 8.273 0.242 -4.242 0.005 0.016 -0.105
C -12.354 6.830 0.369 0.102 0.042 0.051
C -6.665 3.625 -3.308 -0.266 -0.011 -0.051
```
Positions in Å, forces in eV/Å.

As for the energy: -3673.60760 Eh. As for the HOMO energy: -6.054 eV. The net charge is -1.

Löwdin atomic charge list, values in e, 4 entries:
1 C -0.5319
2 H 0.0808
3 H 0.1040
4 S 0.5063